Entry 1:
Entry from OMol25: a 26-piece molecular cluster, C56H174N42O26 overall at a distorted geometry (ωB97M-V/def2-TZVPD).

Geometry (Å):
C -4.459 3.431 0.504
C -4.924 3.372 2.026
C -5.679 4.556 2.454
O -5.270 5.825 2.094
C -6.186 6.859 2.470
N -5.555 2.113 2.346
H -5.310 3.658 -0.138
H -4.000 2.544 0.068
H -3.642 4.096 0.224
H -4.012 3.408 2.621
H -5.677 4.440 3.538
H -6.682 4.371 2.070
H -6.413 6.813 3.535
H -7.083 6.673 1.879
H -5.768 7.771 2.042
H -6.549 2.201 2.193
H -5.287 1.410 1.672
C -2.496 6.946 -3.671
C -1.663 5.980 -2.859
C -1.361 4.681 -3.699
O -0.599 3.717 -2.951
C -1.420 3.172 -1.966
N -0.460 6.586 -2.493
H -3.164 6.429 -4.358
H -1.860 7.591 -4.278
H -3.218 7.433 -3.016
H -2.323 5.865 -1.999
H -0.824 4.972 -4.602
H -2.233 4.154 -4.085
H -1.181 2.109 -1.917
H -2.448 3.104 -2.321
H -1.303 3.673 -1.006
H 0.176 5.910 -2.094
H -0.663 7.369 -1.888
C 0.350 -1.991 -1.216
C 0.881 -0.610 -0.646
C 0.295 -0.080 0.731
O -0.910 0.651 0.506
C -1.459 1.377 1.590
N 2.336 -0.870 -0.546
H 1.047 -2.306 -1.992
H -0.599 -1.823 -1.724
H 0.347 -2.790 -0.474
H 0.761 0.166 -1.401
H 1.058 0.523 1.224
H 0.173 -1.000 1.302
H -2.119 0.795 2.233
H -2.070 2.198 1.214
H -0.680 1.863 2.178
H 2.823 0.008 -0.434
H 2.840 -1.223 -1.347
C 1.546 0.102 6.811
C 1.703 0.972 5.486
C 2.876 1.925 5.461
O 2.540 2.869 6.445
C 3.090 4.190 6.124
N 1.894 -0.019 4.462
H 0.851 -0.714 6.614
H 1.226 0.794 7.591
H 2.396 -0.468 7.185
H 0.739 1.429 5.259
H 3.250 2.217 4.479
H 3.675 1.508 6.074
H 2.795 4.961 6.837
H 2.731 4.497 5.142
H 4.177 4.255 6.166
H 1.364 -0.878 4.415
H 1.711 0.414 3.568
C -4.116 -7.516 -2.867
C -3.807 -7.062 -1.455
C -2.655 -6.071 -1.495
O -1.443 -6.588 -1.931
C -0.467 -5.690 -2.512
N -4.963 -6.745 -0.671
H -3.251 -7.951 -3.368
H -4.344 -6.623 -3.449
H -4.895 -8.272 -2.968
H -3.372 -7.877 -0.876
H -2.600 -5.652 -0.490
H -2.897 -5.294 -2.219
H -0.037 -5.367 -1.564
H -0.748 -4.808 -3.086
H 0.338 -6.198 -3.044
H -4.746 -6.760 0.316
H -5.482 -5.920 -0.937
C 6.146 -1.135 4.364
C 6.468 0.221 5.002
C 7.543 0.173 6.123
O 7.206 -0.475 7.287
C 6.379 0.297 8.244
N 6.668 1.207 3.912
H 5.564 -1.703 5.090
H 7.035 -1.712 4.110
H 5.557 -1.155 3.447
H 5.578 0.633 5.478
H 7.860 1.178 6.402
H 8.417 -0.411 5.835
H 6.740 1.298 8.482
H 6.416 -0.299 9.155
H 5.341 0.476 7.965
H 6.900 2.032 4.448
H 7.566 1.028 3.485
C 5.437 -4.603 -1.546
C 4.099 -4.043 -2.047
C 4.168 -2.855 -3.108
O 4.551 -1.603 -2.574
C 4.380 -0.491 -3.466
N 3.281 -5.108 -2.479
H 5.246 -5.166 -0.632
H 6.067 -3.724 -1.411
H 5.874 -5.311 -2.250
H 3.538 -3.496 -1.289
H 3.158 -2.733 -3.499
H 4.881 -3.047 -3.910
H 3.381 -0.440 -3.898
H 5.156 -0.251 -4.193
H 4.373 0.425 -2.875
H 3.573 -5.389 -3.404
H 3.590 -5.920 -1.966
C -5.676 1.287 -1.745
C -6.006 0.651 -3.098
C -7.426 0.322 -3.300
O -7.350 -0.145 -4.639
C -8.535 -0.223 -5.431
N -5.626 1.597 -4.113
H -6.048 2.311 -1.721
H -4.608 1.259 -1.530
H -6.169 0.742 -0.940
H -5.368 -0.227 -3.203
H -8.090 1.173 -3.143
H -7.804 -0.476 -2.661
H -9.147 0.663 -5.259
H -9.107 -1.113 -5.169
H -8.349 -0.238 -6.505
H -6.274 1.397 -4.861
H -5.945 2.533 -3.906
C 0.813 -3.576 -6.583
C 0.992 -4.724 -7.558
C 0.001 -4.453 -8.855
O -0.119 -5.599 -9.679
C -0.900 -5.235 -10.767
N 2.368 -4.842 -7.847
H 1.495 -3.706 -5.742
H -0.170 -3.496 -6.120
H 0.997 -2.658 -7.141
H 0.693 -5.671 -7.108
H 0.292 -3.475 -9.238
H -0.932 -4.264 -8.325
H -0.856 -6.100 -11.430
H -0.414 -4.418 -11.300
H -1.931 -5.075 -10.449
H 2.719 -5.693 -8.263
H 2.880 -4.860 -6.977
C 0.092 10.243 -1.733
C 0.672 9.896 -0.294
C 0.240 8.497 0.188
O -1.088 8.231 -0.103
C -1.724 7.083 0.533
N 2.114 9.968 -0.451
H 0.645 10.951 -2.350
H -0.900 10.630 -1.501
H 0.035 9.353 -2.361
H 0.378 10.717 0.360
H 0.514 8.265 1.217
H 0.821 7.739 -0.337
H -1.193 6.152 0.334
H -2.770 6.926 0.272
H -1.692 7.365 1.585
H 2.343 9.429 -1.275
H 2.333 10.952 -0.386
C -4.625 2.906 6.997
O -5.697 2.410 7.292
N -3.407 2.437 6.983
N -4.547 4.101 6.475
H -3.265 1.623 7.565
H -2.678 2.711 6.340
H -5.408 4.627 6.503
H -3.741 4.491 6.007
C -3.147 -1.130 -2.146
O -2.594 -0.321 -2.855
N -3.692 -2.267 -2.493
N -3.255 -0.829 -0.903
H -4.113 -2.920 -1.848
H -3.523 -2.528 -3.454
H -3.478 -1.517 -0.198
H -2.642 -0.042 -0.746
C -1.188 4.405 4.708
O -1.677 3.374 4.987
N -1.065 5.345 5.576
N -0.848 4.717 3.446
H -0.743 6.249 5.260
H -1.089 5.198 6.575
H -0.958 3.865 2.914
H -0.373 5.555 3.144
C 2.344 -6.717 0.932
O 3.507 -6.995 0.691
N 1.750 -5.845 0.197
N 1.697 -7.014 2.063
H 2.073 -5.693 -0.748
H 0.794 -5.681 0.476
H 2.265 -7.380 2.814
H 0.738 -6.711 2.157
C 2.182 7.212 3.932
O 1.419 7.122 4.826
N 3.004 8.197 3.742
N 2.391 6.318 3.005
H 3.030 8.916 4.451
H 3.526 8.256 2.880
H 1.976 5.398 3.037
H 3.123 6.492 2.331
C 4.810 1.271 0.801
O 4.041 1.500 -0.065
N 5.940 1.857 0.978
N 4.607 0.297 1.598
H 6.295 1.642 1.898
H 6.483 2.497 0.416
H 3.776 -0.223 1.839
H 5.391 0.244 2.232
C -1.402 -6.501 4.684
O -2.002 -7.518 5.055
N -0.935 -6.152 3.520
N -0.844 -5.706 5.628
H -0.987 -6.754 2.711
H -0.576 -5.208 3.497
H -0.342 -4.848 5.450
H -0.867 -5.973 6.602
C 2.192 4.382 -0.318
O 1.576 5.368 -0.609
N 3.484 4.273 -0.153
N 1.654 3.191 -0.331
H 3.913 3.363 -0.060
H 4.072 5.079 -0.311
H 2.397 2.544 -0.552
H 0.781 3.019 -0.810
C -4.870 -3.545 1.434
O -4.447 -2.523 0.963
N -5.784 -4.319 0.936
N -4.611 -3.848 2.647
H -5.964 -4.186 -0.049
H -6.269 -5.018 1.478
H -4.034 -3.309 3.278
H -5.192 -4.617 2.950
C 8.019 -2.957 0.736
O 7.516 -3.838 1.427
N 7.789 -1.722 0.836
N 8.928 -3.319 -0.135
H 8.190 -1.111 0.139
H 7.001 -1.343 1.341
H 9.374 -2.543 -0.604
H 9.284 -4.261 -0.211
C 0.533 0.052 -4.849
O 1.493 -0.265 -5.537
N 0.144 1.277 -4.597
N -0.422 -0.794 -4.550
H -0.657 1.426 -4.000
H 0.846 1.997 -4.690
H -1.206 -0.505 -3.983
H -0.369 -1.743 -4.891
C 3.881 -3.242 2.083
O 3.814 -3.871 3.087
N 2.951 -2.832 1.340
N 4.962 -2.934 1.468
H 2.971 -2.230 0.530
H 2.050 -3.144 1.673
H 5.785 -3.457 1.731
H 4.923 -2.344 0.649
C 4.694 -2.424 -7.706
O 5.885 -2.223 -8.031
N 4.314 -2.569 -6.482
N 3.656 -2.462 -8.575
H 4.981 -2.601 -5.724
H 3.310 -2.620 -6.395
H 3.815 -2.549 -9.569
H 2.921 -3.012 -8.153
C -3.092 -5.319 -5.593
O -3.281 -4.572 -4.728
N -3.077 -4.917 -6.854
N -2.734 -6.522 -5.551
H -2.874 -5.679 -7.485
H -3.109 -4.004 -7.284
H -2.615 -7.077 -6.386
H -2.584 -6.893 -4.623
C -0.887 -2.736 3.557
O -0.048 -3.529 3.333
N -1.755 -2.286 2.768
N -1.044 -2.287 4.767
H -1.519 -2.453 1.800
H -2.639 -1.975 3.145
H -1.639 -1.493 4.956
H -0.476 -2.720 5.481
C -3.612 -0.146 4.910
O -2.747 -0.331 5.731
N -4.631 -0.920 4.806
N -3.652 0.956 4.154
H -4.706 -1.636 5.514
H -5.510 -0.609 4.418
H -3.069 1.697 4.518
H -4.404 1.259 3.553

Properties
orbital gap	0.3025	Eh
E	-6494.0713	a.u.
E_LUMO	-0.093	eV


Entry 2:
Entry from OMol25: a 8-piece molecular cluster, C56H38ClF3O32S2 overall at a distorted geometry (ωB97M-V/def2-TZVPD).

Geometry (Å):
C 4.663 -5.416 -2.167
S 3.739 -4.549 -3.453
O 2.711 -5.457 -3.872
O 4.683 -4.232 -4.485
C 3.095 -3.053 -2.670
C 3.931 -2.210 -1.955
Cl 5.659 -2.494 -1.824
C 3.480 -1.082 -1.324
C 2.133 -0.758 -1.389
S 1.581 0.699 -0.510
C 1.302 -1.582 -2.123
C 1.756 -2.716 -2.777
C 0.699 -3.476 -3.565
O 0.817 -3.900 -4.684
C -0.641 -3.584 -2.861
C -1.062 -2.499 -2.234
C -2.404 -2.486 -1.480
C -2.270 -3.410 -0.241
C -2.494 -2.721 1.114
F -3.491 -3.333 1.770
F -1.389 -2.914 1.890
F -2.654 -1.408 1.075
C -0.201 -1.265 -2.213
O -0.650 -0.149 -2.276
H 5.734 -5.379 -2.349
H 4.410 -4.954 -1.211
H 4.271 -6.433 -2.106
H 4.164 -0.454 -0.769
H 1.120 0.290 0.695
H -1.222 -4.500 -2.904
H -3.182 -2.893 -2.128
H -2.593 -1.442 -1.237
H -1.267 -3.839 -0.210
H -2.935 -4.274 -0.299
O -4.020 0.144 -0.473
C -4.338 1.211 0.018
C -4.232 1.495 1.441
C -4.615 2.687 1.919
O -4.536 2.990 3.211
C -5.160 3.755 1.021
O -5.507 4.811 1.516
C -5.246 3.478 -0.407
C -4.860 2.289 -0.883
O -4.916 1.990 -2.183
H -3.838 0.716 2.079
H -4.879 3.900 3.293
H -5.625 4.263 -1.049
H -4.582 1.074 -2.260
O -7.076 4.297 -8.593
C -6.699 3.544 -7.715
C -7.017 3.735 -6.309
C -6.558 2.878 -5.386
O -6.840 3.033 -4.092
C -5.702 1.699 -5.770
O -5.290 0.953 -4.902
C -5.405 1.498 -7.182
C -5.869 2.356 -8.098
O -5.624 2.209 -9.399
H -7.631 4.586 -6.049
H -6.399 2.298 -3.622
H -4.804 0.640 -7.448
H -6.068 2.958 -9.838
O -7.565 4.121 2.739
C -8.633 4.687 2.864
C -9.563 4.406 3.949
C -10.733 5.053 4.017
O -11.614 4.829 4.990
C -11.129 6.074 2.992
O -12.215 6.614 3.099
C -10.191 6.374 1.922
C -9.016 5.732 1.854
O -8.128 5.983 0.896
H -9.269 3.666 4.680
H -12.369 5.420 4.804
H -10.480 7.126 1.201
H -7.357 5.400 1.069
O 2.355 -0.116 6.728
C 1.440 -0.080 5.924
C 1.542 -0.616 4.578
C 0.507 -0.530 3.738
O 0.566 -1.012 2.498
C -0.783 0.119 4.142
O -1.686 0.191 3.327
C -0.896 0.637 5.498
C 0.141 0.546 6.341
O 0.085 1.003 7.588
H 2.474 -1.077 4.296
H -0.308 -0.828 2.102
H -1.836 1.088 5.784
H 0.960 0.817 7.979
O 7.775 -3.187 5.141
C 7.417 -3.561 4.043
C 8.242 -4.380 3.169
C 7.789 -4.742 1.964
O 8.509 -5.492 1.129
C 6.437 -4.323 1.471
O 6.107 -4.679 0.354
C 5.599 -3.523 2.350
C 6.053 -3.163 3.559
O 5.329 -2.434 4.403
H 9.216 -4.675 3.534
H 7.960 -5.609 0.329
H 4.619 -3.240 1.991
H 5.881 -2.312 5.201
O 0.969 1.747 2.654
C 0.965 2.966 2.702
C 1.963 3.784 2.034
C 1.918 5.119 2.139
O 2.808 5.907 1.544
C 0.854 5.811 2.940
O 0.877 7.024 3.012
C -0.160 4.991 3.589
C -0.117 3.657 3.481
O -1.029 2.874 4.056
H 2.726 3.274 1.462
H 2.553 6.820 1.779
H -0.931 5.502 4.147
H -0.784 1.957 3.829
O 12.500 -2.467 -4.108
C 11.557 -3.176 -3.814
C 11.175 -4.356 -4.578
C 10.114 -5.084 -4.207
O 9.730 -6.170 -4.874
C 9.289 -4.718 -3.009
O 8.325 -5.407 -2.727
C 9.685 -3.554 -2.235
C 10.746 -2.825 -2.601
O 11.144 -1.754 -1.920
H 11.776 -4.609 -5.440
H 8.943 -6.507 -4.407
H 9.091 -3.312 -1.364
H 11.926 -1.413 -2.394

Properties
orbital gap	0.2763	Eh
E	-6120.5411	a.u.
E_LUMO	-1.946	eV